(1)
This record from OMol25 describes a molecular structure, C8H7NO3. The level of theory is ωB97M-V/def2-TZVPD.

XYZ file:
```
19
Properties=species:S:1:pos:R:3:nbo_charge:R:1
C -0.812 2.925 1.120 0.510
C 0.272 2.394 0.668 -0.100
C -2.851 -1.059 0.534 0.606
C -2.508 -0.430 -1.324 0.629
C 1.242 1.464 0.258 -0.498
C 0.704 0.266 -0.600 -0.397
C -0.206 -0.653 0.206 -0.480
C -1.645 -0.633 -0.119 -0.020
N -3.627 -0.829 -0.592 -0.624
O -3.145 -1.499 1.555 -0.527
O -2.280 -0.132 -2.444 -0.539
O -1.689 3.585 1.542 -0.432
H 1.975 2.011 -0.446 0.247
H 1.699 0.979 1.271 0.261
H 0.220 0.528 -1.521 0.235
H 1.567 -0.352 -1.028 0.220
H 0.019 -1.823 0.314 0.251
H -0.089 -0.226 1.154 0.237
H -4.474 -1.329 -0.836 0.420
```

Computed properties:
HOMO level (spin up / spin down)	-9.34 / -8.85	eV
relative energy (zero: lowest compared OMol25 entry of this formula, charge and spin)	5.011	eV
charge	0
total energy	-16036.5964	eV
gap between HOMO and LUMO (spin up / spin down)	7.776 / 6.893	eV
F_max	5.18	eV Å⁻¹

(2)
This record from OMol25 describes 2 unconnected molecules or ions with the total composition CHFN2O. The level of theory is ωB97M-V/def2-TZVPD.

XYZ file:
```
6
Properties=species:S:1:pos:R:3:nbo_charge:R:1
C 0.712 0.708 -0.250 0.341
N -0.122 0.419 -1.089 -0.313
N -1.345 -1.481 -0.160 0.300
O -1.607 -1.241 0.913 -0.146
F 1.010 0.001 0.876 -0.345
H 1.351 1.594 -0.291 0.163
```

Computed properties:
HOMO level (spin up / spin down)	-10.61 / -8.74	eV
relative energy (zero: lowest compared OMol25 entry of this formula, charge and spin)	2.722	eV
charge	0
total energy	-8793.7877	eV
gap between HOMO and LUMO (spin up / spin down)	10.487 / 7.503	eV
F_max	1.81	eV Å⁻¹

(3)
This record from OMol25 describes a molecular structure, C42H58BrN8O9RbS3. The level of theory is ωB97M-V/def2-TZVPD.

XYZ file:
```
122
Properties=species:S:1:pos:R:3:mulliken_charge:R:1
Rb -0.121 -0.118 1.774 0.356
C -2.386 -8.223 -2.051 -1.770
C -3.177 -6.992 -2.520 2.078
C -2.966 -6.848 -4.028 -2.051
C -4.673 -7.232 -2.269 -1.674
C -2.730 -5.746 -1.762 -0.337
C -2.249 -4.615 -2.376 0.113
C -1.853 -3.497 -1.624 -1.086
N -1.159 -2.450 -2.182 -0.632
C -1.326 -2.020 -3.391 -1.064
C -2.507 -2.237 -4.200 -0.351
C -2.586 -1.793 -5.464 -0.464
C -1.406 -1.172 -6.047 0.060
C -0.270 -0.870 -5.387 0.239
C -0.230 -1.147 -3.918 1.329
O 0.635 -0.704 -3.188 -0.805
C 0.884 -0.203 -6.154 2.283
C 0.436 1.192 -6.613 -1.362
C 2.202 -0.046 -5.381 -1.958
C 1.199 -1.056 -7.394 -1.915
C -3.846 -1.874 -6.314 2.049
C -4.277 -0.459 -6.725 -1.748
C -4.998 -2.527 -5.552 -1.926
C -3.569 -2.711 -7.572 -1.678
C -1.993 -3.450 -0.190 0.923
O -1.874 -2.338 0.411 -0.002
C -2.346 -4.702 0.450 -0.189
C -2.749 -5.746 -0.352 -0.361
C -2.329 -4.896 1.972 2.763
C -3.704 -4.528 2.543 -1.357
C -2.054 -6.368 2.322 -2.125
C -1.250 -4.078 2.694 -2.079
H -2.672 -9.106 -2.631 0.457
H -2.565 -8.441 -0.998 0.340
H -1.315 -8.058 -2.178 0.357
H -3.280 -7.765 -4.532 0.470
H -1.917 -6.670 -4.271 0.403
H -3.552 -6.021 -4.437 0.180
H -5.014 -8.137 -2.781 0.473
H -5.259 -6.385 -2.632 0.326
H -4.878 -7.346 -1.203 0.268
H -2.083 -4.594 -3.444 0.737
H -3.351 -2.683 -3.694 0.817
H -1.467 -0.913 -7.100 0.358
H 0.191 1.815 -5.752 -0.089
H -0.448 1.134 -7.253 0.210
H 1.236 1.682 -7.175 0.556
H 2.117 0.630 -4.537 0.190
H 2.951 0.346 -6.076 0.492
H 2.560 -1.002 -5.000 0.400
H 0.343 -1.149 -8.065 0.303
H 1.509 -2.060 -7.100 0.387
H 2.017 -0.597 -7.957 0.495
H -4.482 0.149 -5.843 0.333
H -5.182 -0.501 -7.337 0.479
H -3.503 0.046 -7.306 0.291
H -5.258 -1.959 -4.657 0.375
H -4.748 -3.544 -5.243 0.187
H -5.883 -2.576 -6.191 0.475
H -2.768 -2.284 -8.178 0.297
H -4.466 -2.765 -8.196 0.481
H -3.277 -3.727 -7.299 0.289
H -3.074 -6.661 0.132 0.160
H -4.489 -5.161 2.118 0.286
H -3.943 -3.490 2.318 -0.153
H -3.709 -4.641 3.631 0.478
H -2.847 -7.046 1.998 0.431
H -1.973 -6.464 3.407 0.439
H -1.113 -6.703 1.880 0.431
H -1.448 -3.014 2.699 0.253
H -0.267 -4.230 2.244 0.407
H -1.188 -4.410 3.734 0.464
N 0.778 3.957 0.872 -0.405
C -0.438 3.867 1.505 0.410
N -1.359 2.997 1.212 -0.153
C -2.407 3.092 2.101 0.285
C -2.300 4.071 3.038 -0.564
S -0.817 4.914 2.827 -0.266
C -3.494 2.105 2.086 -0.379
C -4.662 2.235 2.766 -0.431
S -5.570 0.771 2.639 -0.316
C -4.310 0.101 1.651 0.108
N -3.316 0.910 1.428 0.145
N -4.396 -1.145 1.117 -0.453
H 0.936 3.173 0.245 0.162
H 1.550 4.027 1.532 0.327
H -2.943 4.243 3.883 0.368
H -4.999 3.072 3.350 0.435
H -5.004 -1.783 1.601 0.369
H -3.496 -1.552 0.826 0.079
C -1.815 2.237 -3.734 -1.248
C -0.401 2.525 -3.329 0.678
C 0.465 3.280 -4.101 -0.264
C 1.766 3.509 -3.670 -0.580
C 2.117 2.977 -2.446 -0.376
Br 3.871 3.323 -1.765 -0.195
N 1.324 2.267 -1.675 -0.435
C 0.094 2.024 -2.123 -0.653
H -2.119 2.863 -4.576 0.343
H -2.499 2.400 -2.901 0.445
H -1.930 1.191 -4.020 0.150
H 0.132 3.699 -5.046 0.489
H 2.471 4.089 -4.248 0.476
H -0.554 1.417 -1.500 1.369
O -2.286 0.070 -1.197 -0.203
H -1.828 -0.764 -0.994 0.145
H -2.508 0.444 -0.328 0.235
N 4.166 -0.909 2.201 0.173
C 5.006 -1.709 2.210 -0.385
H 3.431 -0.155 2.214 0.367
C 2.587 1.020 4.794 -1.084
S 1.944 1.855 3.372 1.217
O 0.500 1.874 3.526 -0.447
O 2.558 3.171 3.290 -0.773
O 2.329 0.986 2.224 -0.957
H 2.365 1.619 5.674 0.328
H 3.664 0.906 4.676 0.386
H 2.083 0.056 4.866 0.180
O 0.274 -1.300 4.054 -0.630
N -0.731 -0.740 4.556 0.929
O -0.721 -0.362 5.728 -0.732
O -1.733 -0.571 3.824 -0.467
```

Computed properties:
HOMO level	-2.56	eV
relative energy (zero: lowest compared OMol25 entry of this formula, charge and spin)	0.000	eV
charge	-2
total energy	-178049.5388	eV
gap between HOMO and LUMO	5.672	eV
F_max	1.70	eV Å⁻¹

(4)
This record from OMol25 describes a single C4H10N2O molecule. The level of theory is ωB97M-V/def2-TZVPD.

XYZ file:
```
17
Properties=species:S:1:pos:R:3:nbo_charge:R:1
C -1.200 1.374 -1.128 -0.189
C -1.055 -1.540 0.838 -0.436
C 1.809 0.607 0.835 -0.693
N -0.712 -0.199 0.417 -0.196
C 0.931 0.026 -0.230 0.370
O -1.521 0.123 -0.685 -0.402
N 1.386 -0.809 -1.061 -0.638
H 0.677 -1.157 -1.712 0.347
H -1.411 2.142 -0.383 0.174
H -1.672 1.545 -2.092 0.205
H 0.092 1.228 -0.977 0.152
H -1.017 -2.258 0.009 0.179
H -2.058 -1.546 1.269 0.215
H -0.334 -1.830 1.601 0.211
H 2.718 1.014 0.393 0.236
H 2.079 -0.144 1.578 0.239
H 1.288 1.425 1.327 0.227
```

Computed properties:
structure (SMILES)	[H]/N=C(/C)N(C)OC
HOMO level	-8.41	eV
relative energy (zero: lowest compared OMol25 entry of this formula, charge and spin)	5.754	eV
charge	0
total energy	-9333.2338	eV
gap between HOMO and LUMO	8.931	eV
F_max	3.79	eV Å⁻¹

(5)
This record from OMol25 describes a molecular structure, CH2ClFOS. The level of theory is ωB97M-V/def2-TZVPD.

XYZ file:
```
7
Properties=species:S:1:pos:R:3:nbo_charge:R:1
C 1.284 -0.071 0.194 0.020
H -0.575 0.025 -0.161 0.375
H 0.989 -0.303 1.221 0.160
O 0.257 0.129 -0.637 -0.657
F -2.838 0.783 -0.110 -0.325
S 2.829 0.027 -0.260 -0.051
Cl -1.946 -0.589 -0.246 0.479
```

Computed properties:
HOMO level	-8.78	eV
relative energy (zero: lowest compared OMol25 entry of this formula, charge and spin)	3.073	eV
charge	0
total energy	-29187.5422	eV
gap between HOMO and LUMO	6.567	eV
F_max	5.97	eV Å⁻¹

(6)
This record from OMol25 describes a single C9H18N2O4 molecule. The level of theory is ωB97M-V/def2-TZVPD.

XYZ file:
```
33
Properties=species:S:1:pos:R:3:nbo_charge:R:1
C -2.048 -3.539 -0.325 -0.601
H -2.736 -2.809 0.093 0.199
C -0.727 -2.893 -0.732 -0.406
H -0.091 -3.669 -1.163 0.205
H -0.910 -2.159 -1.516 0.200
C 0.017 -2.246 0.446 -0.401
H -0.309 -2.725 1.372 0.202
H 1.086 -2.439 0.338 0.221
C -0.129 -0.722 0.610 -0.088
C 0.524 -0.306 1.933 -0.611
H 0.017 -0.779 2.770 0.207
H 0.468 0.773 2.057 0.226
H 1.570 -0.601 1.951 0.213
C 0.567 0.015 -0.550 -0.085
H 0.111 -0.246 -1.507 0.201
H 0.494 1.096 -0.403 0.220
O 1.945 -0.329 -0.644 -0.532
C 2.833 0.608 -0.253 0.886
O 2.560 1.719 0.120 -0.646
N 4.093 0.109 -0.319 -0.838
H 4.863 0.742 -0.200 0.405
H 4.249 -0.775 -0.770 0.401
C -1.609 -0.308 0.631 -0.079
H -2.113 -0.784 1.476 0.193
H -2.101 -0.583 -0.306 0.218
O -1.767 1.094 0.819 -0.530
C -2.050 1.823 -0.284 0.883
O -2.223 1.368 -1.386 -0.650
N -2.148 3.133 0.035 -0.833
H -2.262 3.802 -0.704 0.407
H -1.886 3.443 0.953 0.404
H -1.878 -4.314 0.420 0.200
H -2.523 -3.998 -1.189 0.210
```

Computed properties:
structure (SMILES)	CCCC(C)(COC(N)=O)COC(N)=O
HOMO level	-10.36	eV
relative energy (zero: lowest compared OMol25 entry of this formula, charge and spin)	0.000	eV
charge	0
total energy	-20797.1603	eV
gap between HOMO and LUMO	11.191	eV
F_max	0.69	eV Å⁻¹

(7)
This record from OMol25 describes a molecular structure, N2O6Rb3. The level of theory is ωB97M-V/def2-TZVPD.

XYZ file:
```
11
Properties=species:S:1:pos:R:3:nbo_charge:R:1
Rb 1.492 -8.278 -0.859 0.999
Rb -3.880 3.014 1.156 0.999
Rb -2.623 -4.977 4.995 0.999
N 2.585 4.679 -0.751 0.709
O 3.266 5.654 -0.505 -0.531
O 1.357 4.552 -0.594 -0.599
O 3.244 3.632 -0.811 -0.578
N -1.372 -2.106 -0.668 0.741
O -2.197 -2.229 0.167 -0.623
O -0.688 -2.942 -1.023 -0.539
O -1.183 -1.000 -1.107 -0.577
```

Computed properties:
HOMO level	-6.14	eV
relative energy (zero: lowest compared OMol25 entry of this formula, charge and spin)	7.338	eV
charge	+1
total energy	-17213.6781	eV
gap between HOMO and LUMO	1.474	eV
F_max	10.71	eV Å⁻¹

(8)
This record from OMol25 describes 3 unconnected molecules or ions with the total composition C5H13NO2. The level of theory is ωB97M-V/def2-TZVPD.

XYZ file:
```
21
Properties=species:S:1:pos:R:3:nbo_charge:R:1
N -1.182 -1.048 -0.416 -0.852
C -0.273 -0.121 -1.079 -0.257
C 1.282 3.483 1.613 -0.370
C 0.150 2.851 1.310 -0.226
C 0.229 1.514 0.716 -0.230
C -0.103 1.315 -0.572 -0.198
H -0.831 -1.295 0.503 0.386
H -2.075 -0.581 -0.323 0.348
H -0.606 0.051 -2.130 0.182
H 0.766 -0.626 -1.182 0.192
H 1.260 4.472 2.002 0.184
H 2.327 3.131 1.695 0.198
H -0.796 3.385 1.211 0.214
H 0.388 0.656 1.395 0.210
H -0.129 2.084 -1.325 0.201
H 0.505 -2.532 2.136 0.484
H 0.189 -1.223 2.880 0.482
O 0.314 -1.598 2.002 -0.949
H -0.948 -3.695 -2.907 0.474
H 0.514 -4.040 -2.780 0.466
O -0.274 -4.276 -3.282 -0.940
```

Computed properties:
structure (SMILES)	C=C/C=C/CN.O.O
HOMO level	-8.80	eV
relative energy (zero: lowest compared OMol25 entry of this formula, charge and spin)	3.060	eV
charge	0
total energy	-10978.8185	eV
gap between HOMO and LUMO	9.184	eV
F_max	2.58	eV Å⁻¹